An isolated molecule of C6H6, computed with wB97M-V/def2-TZVPD.

- ΔE to the lowest compared entry with this formula, charge and spin: 129.13 kcal/mol
- Largest force on an atom: 0.79 eV Å⁻¹
- Total energy: -6313.6007 eV
- Net charge: 0
- LUMO level: -0.39 eV
- HOMO level: -9.78 eV

Last column: Löwdin charge in e.
Geometry (Å):
C (0.266114, -1.092882, -0.281019)  -0.079
C (-0.761525, 3.081689, -0.533217)  0.181
C (0.299333, 1.349590, 0.803223)  -0.234
C (0.254665, 0.003410, 0.219735)  -0.045
C (-0.907553, 2.212286, 0.427365)  -0.276
C (0.283711, -2.431350, -0.874255)  -0.107
H (1.218625, 1.852660, 0.479351)  0.111
H (1.065446, -2.516608, -1.634101)  0.077
H (-0.673945, -2.659286, -1.348086)  0.077
H (0.341712, 1.291354, 1.896586)  0.115
H (0.468384, -3.194512, -0.113718)  0.076
H (-1.854966, 2.103651, 0.958137)  0.103

Cartesian forces, eV/Å:
C 0.0 0.5 0.3
C -0.2 -0.4 0.6
C 0.1 0.0 0.0
C 0.0 -0.5 -0.2
C 0.1 0.4 -0.5
C 0.0 0.0 0.0
H -0.2 -0.1 0.1
H -0.1 0.1 0.1
H 0.1 0.1 0.0
H 0.0 0.0 -0.2
H 0.0 0.1 0.0
H 0.1 0.0 -0.2



A cluster of 2 separate species, CH5NO4S in total at a distorted geometry, computed with wB97M-V/def2-TZVPD.

- ΔE to the lowest compared entry with this formula, charge and spin: 90.04 kcal/mol
- Largest force on an atom: 3.96 eV Å⁻¹
- Total energy: -21629.4139 eV
- Net charge: 0
- LUMO level: 0.35 eV
- HOMO level: -9.21 eV

Last column: Löwdin charge in e.
Geometry (Å):
O (-1.948081, -0.199787, 1.334839)  -0.308
H (0.153783, 2.130588, -0.124071)  0.105
O (-1.577899, 1.421983, -0.449607)  -0.315
O (1.008841, 1.674145, 0.100827)  -0.008
C (0.667796, 0.491802, 0.585775)  -0.522
H (0.701848, 0.832924, 2.359318)  0.198
H (2.342185, -0.430970, 0.009531)  0.131
O (1.432568, -0.588844, 0.303426)  0.001
H (-1.899598, -1.874662, -0.455511)  0.085
H (-0.284972, -1.662094, -1.011837)  0.043
N (-1.171553, -1.236072, -0.841480)  -0.070
S (-1.250703, 0.160939, 0.164418)  0.660

Cartesian forces, eV/Å:
O -1.1 -0.6 0.9
H 0.7 -0.2 0.1
O -0.2 -0.4 -0.8
O -0.2 0.4 -1.1
C -1.1 0.2 3.8
H -0.4 -1.1 -3.4
H -0.3 0.6 0.2
O -0.4 -0.1 -0.2
H 1.1 0.5 -0.5
H 0.7 0.1 0.2
N -2.5 1.4 1.1
S 3.7 -0.7 -0.1



A cluster of 6 separate species, C25H52FN4O11PSSi in total at a distorted geometry, computed with wB97M-V/def2-TZVPD.

- Largest force on an atom: 3.57 eV Å⁻¹
- Total energy: -85969.4680 eV
- Net charge: 0
- LUMO level: 0.29 eV
- HOMO level: -8.45 eV
- Structure (SMILES): N=[PH2][Si@@](F)(CN)CCSc1nnco1.CCOC(C)=O.CCOC(C)=O.CCOC(C)=O.CCOC(C)=O.CCOC(C)=O

Last column: Löwdin charge in e.
Geometry (Å):
C (0.702135, -5.738511, 1.674854)  -0.232
H (-1.297935, -7.610849, 3.675828)  0.095
O (2.917479, 4.868109, -0.924978)  -0.017
H (4.056061, 0.717542, 0.677483)  0.073
C (4.839301, -0.939044, -0.449657)  -0.225
C (-2.870957, -0.167080, 5.578319)  -0.531
H (-4.463477, 0.707378, 6.669406)  0.091
H (3.418860, 5.874384, -5.184180)  0.081
C (1.598957, -6.838399, 2.206581)  -0.068
O (1.232024, -1.068206, 0.107420)  0.063
H (-6.889475, 1.112768, -0.880669)  0.070
H (4.489804, 5.846351, -3.745634)  0.077
H (-6.289190, 1.296904, 0.746066)  0.092
H (3.468801, 3.545570, -2.968122)  0.062
O (8.167393, 0.095603, -1.056317)  0.098
H (-6.852787, -0.439635, -2.226122)  0.114
H (1.208163, -5.230463, 0.853161)  0.124
H (-2.558114, -3.485810, 0.412613)  0.081
H (-2.885722, 0.784637, 7.483397)  0.096
C (-5.686150, 0.821570, -3.571036)  -0.065
H (5.019315, -0.388663, 1.639462)  0.067
H (0.187016, 4.599198, -4.750679)  0.066
F (2.867576, 2.419440, -6.467778)  -0.223
H (-1.725018, 0.255205, 0.207488)  0.054
H (0.440064, 1.220544, 5.606423)  0.085
Si (2.156340, 3.023195, -5.053805)  0.468
H (-2.455624, -6.265674, 3.769180)  0.092
C (-3.397549, 0.880231, 6.525465)  0.009
H (4.088127, -0.853723, -1.235745)  0.113
H (-2.836160, -1.909136, -0.300669)  0.056
H (2.486722, 1.015796, -2.859978)  -0.033
C (0.044030, -1.018413, 0.334439)  -0.517
C (-0.830098, -0.006933, -0.351966)  0.003
O (-3.296578, -1.291550, 5.599587)  0.104
H (-0.903392, 1.457872, 3.536361)  0.122
H (4.489722, 3.539482, -4.430314)  0.096
H (1.057575, 4.905761, -6.340125)  0.092
C (2.348327, 4.017661, 0.010203)  -0.120
C (7.245046, -0.439317, -0.498390)  -0.535
O (-0.517570, -1.926843, 1.144896)  -0.002
C (3.502848, 5.476315, -4.142847)  -0.495
C (-1.867884, -1.851665, 1.632056)  -0.217
H (-0.009478, 2.916472, 5.332311)  0.082
C (-5.986637, 1.290698, -0.300588)  0.016
H (-3.851870, -2.444314, 1.042627)  0.084
H (-5.724985, -1.292546, -3.252756)  0.125
H (8.410551, -1.823290, 0.605303)  0.091
H (7.526799, -0.647255, 1.602270)  0.095
H (1.394057, 0.137671, -4.732279)  -0.026
H (-0.260418, 0.914062, -0.471426)  0.063
C (4.291725, -0.338436, 0.826183)  -0.065
S (2.210210, 6.302584, -3.092116)  0.907
H (-5.794264, 1.756568, -3.018590)  0.067
H (-0.428296, 3.506744, -7.268434)  0.060
O (5.987168, -0.212845, -0.916112)  -0.007
C (-2.838932, -2.453833, 0.641624)  -0.070
C (-1.394772, 1.482628, 4.510254)  -0.231
C (-1.502155, -6.589473, 3.353315)  0.009
N (0.677878, 4.657461, -1.315666)  0.055
N (1.035451, 3.913839, -0.221253)  0.022
C (-4.925565, 0.236487, -0.481214)  -0.504
H (-5.569500, 2.264206, -0.559760)  0.099
O (-2.630743, -6.850836, 1.293502)  0.100
C (7.467215, -1.291439, 0.724763)  0.006
H (-1.890453, -2.434224, 2.554572)  0.120
H (-1.088840, 3.056541, -5.779042)  0.057
H (-1.108926, -0.384318, -1.335625)  0.089
H (6.703373, -2.050349, 0.878865)  0.068
C (-5.855528, -0.382044, -2.666646)  -0.228
P (1.481424, 1.255637, -3.849249)  0.618
C (-1.605271, -6.558383, 1.849976)  -0.535
H (3.387516, -0.860872, 1.137920)  0.062
H (5.062188, -2.003047, -0.350858)  0.116
H (1.123213, -7.383981, 3.023476)  0.066
H (-2.129235, -0.829236, 1.907488)  0.101
H (0.485979, -4.973226, 2.422447)  0.113
H (2.957145, 3.552350, 0.805422)  0.137
C (-0.395292, 1.921789, 5.560832)  -0.066
N (0.060976, 1.529575, -3.145942)  -0.350
H (1.812574, -7.566746, 1.421880)  0.083
H (-3.298031, 1.899015, 6.157049)  0.069
O (-1.852639, 0.147750, 4.756791)  -0.010
H (-0.843514, 1.945395, 6.555681)  0.067
H (-2.234356, 2.173811, 4.414497)  0.116
O (-4.843012, -0.414855, -1.653986)  0.005
O (-4.109747, 0.022888, 0.377346)  0.085
H (-0.746767, -5.919470, 3.758150)  0.069
C (0.711665, 4.114052, -5.615449)  -0.337
O (-0.506514, -6.277418, 1.125511)  -0.004
H (-4.687292, 0.827559, -4.011348)  0.085
H (2.540738, -6.424396, 2.570261)  0.080
H (-6.425796, 0.806869, -4.372992)  0.082
N (-0.240788, 3.186107, -6.323482)  -0.069
H (-0.289690, 2.459184, -3.397159)  -0.071
C (1.838045, 5.210210, -1.694791)  -0.644
C (3.495410, 3.907076, -4.035228)  -0.322

Cartesian forces, eV/Å:
C 0.2 -0.1 0.2
H 0.0 0.0 0.0
O -1.3 -0.8 0.7
H -0.1 -0.1 -0.1
C -0.2 0.0 0.3
C -0.1 -0.1 0.4
H 0.1 -0.2 0.1
H -0.4 -0.4 0.9
C -0.1 -0.2 0.1
O 0.0 -0.3 0.3
H 0.1 0.1 -0.2
H -1.0 -0.3 -0.4
H 0.2 0.1 0.0
H 0.0 0.6 -1.0
O -0.3 0.0 -0.1
H 0.1 0.1 0.1
H -0.3 0.0 -0.1
H 0.0 0.0 0.2
H 0.0 0.0 0.0
C 0.1 0.2 0.1
H 0.0 -0.1 0.0
H 0.7 -0.1 -0.7
F -0.8 0.8 1.7
H -0.1 -0.3 -0.1
H 0.0 0.0 -0.1
Si 1.1 0.0 -1.6
H 0.0 -0.2 -0.1
C -0.4 0.4 -0.2
H 0.2 0.1 -0.1
H -0.1 0.0 0.1
H 0.0 -0.4 -0.7
C -0.3 0.2 -0.5
C -0.1 0.5 0.6
O 0.3 0.2 -0.2
H -0.1 -0.2 0.0
H -1.0 0.3 0.3
H -0.2 -0.6 0.9
C -2.4 0.6 -1.3
C 0.2 0.1 0.3
O 0.6 -0.2 0.4
C 1.2 -0.6 1.2
C -0.5 -0.1 -0.1
H 0.0 0.0 0.0
C -0.6 -0.2 0.2
H 0.1 0.0 0.0
H 0.2 0.0 0.2
H 0.1 0.3 0.0
H 0.0 0.0 0.0
H 0.7 0.1 0.4
H 0.1 -0.2 -0.3
C 0.1 0.0 0.3
S -0.8 -0.3 0.3
H -0.1 0.0 0.0
H -0.2 -0.1 0.4
O 0.0 0.1 -0.5
C 0.2 -0.3 -0.3
C 0.2 0.2 0.1
C 0.0 0.5 0.3
N 3.4 1.0 -0.5
N 2.0 -0.6 1.5
C 0.0 0.4 0.1
H 0.0 0.0 0.0
O 0.3 0.1 -0.1
C 0.0 -0.6 -0.1
H 0.3 0.1 0.0
H 0.2 0.1 -0.4
H 0.0 0.1 0.0
H -0.1 0.2 0.1
C -0.1 0.2 -0.2
P -1.9 0.2 0.5
C -0.2 -0.3 0.2
H 0.0 0.1 -0.1
H 0.1 0.1 0.1
H 0.0 0.1 0.0
H 0.0 0.0 -0.1
H -0.1 -0.1 0.0
H -0.5 0.4 -0.8
C 0.0 -0.1 0.2
N 0.6 0.4 -0.5
H 0.0 0.1 0.0
H 0.2 0.0 0.1
O 0.0 -0.3 -0.5
H 0.0 0.1 0.0
H 0.0 -0.1 0.1
O 0.2 -0.5 0.1
O -0.2 0.2 -0.3
H 0.1 -0.2 0.0
C -0.7 -0.1 -0.1
O -0.1 0.2 -0.4
H -0.1 -0.1 0.0
H 0.0 0.0 0.0
H 0.0 0.0 0.0
N 0.6 0.3 0.2
H 0.1 -0.4 0.2
C -0.1 -0.2 -1.0
C 0.6 0.1 -0.3



Question: What is the formula in the third record?
Answer: C25H52FN4O11PSSi